(1)
Here is a molecular structure, C35H53F6GaNO6PS in a non-equilibrium geometry from the OMol25 dataset. Energies are from ωB97M-V/def2-TZVPD.

Geometry as ORCA input:
```
! wB97M-V def2-TZVPD RIJCOSX def2/J DEFGRID3
* xyz 0 1
Ga -1.622 0.416 -0.562
C 0.687 1.001 6.191
C -0.260 1.151 4.996
C -1.488 0.254 5.165
C 0.480 0.893 3.699
C 0.714 -0.391 3.222
C 1.405 -0.621 2.039
C 1.824 -2.045 1.698
C 3.073 -2.424 2.511
C 0.741 -3.091 1.967
C 1.834 0.487 1.282
C 1.672 1.785 1.781
C 1.000 1.962 2.983
C 2.339 2.979 1.112
C 1.439 4.212 0.999
C 3.617 3.345 1.880
C 2.705 0.313 0.079
C 4.080 0.348 0.348
C 5.045 0.166 -0.621
C 4.642 -0.077 -1.923
C 3.291 -0.109 -2.210
C 2.296 0.103 -1.244
P 0.579 -0.004 -1.932
C 0.500 1.366 -3.251
C 0.839 2.666 -2.505
C 1.428 1.308 -4.469
C -0.944 1.399 -3.758
C 0.517 -1.779 -2.645
C -0.950 -2.119 -2.927
C 1.085 -2.700 -1.554
C 1.272 -2.085 -3.944
H 0.169 1.245 7.122
H 1.549 1.663 6.093
H 1.052 -0.026 6.261
H -0.605 2.186 4.956
H -1.198 -0.791 5.294
H -2.140 0.335 4.294
H -2.055 0.553 6.049
H 0.370 -1.244 3.798
H 2.078 -2.089 0.638
H 2.833 -2.398 3.577
H 3.899 -1.741 2.337
H 3.404 -3.434 2.257
H 0.612 -3.262 3.038
H 1.027 -4.043 1.514
H -0.219 -2.785 1.550
H 0.871 2.966 3.373
H 2.643 2.685 0.106
H 1.494 4.820 1.906
H 0.400 3.942 0.851
H 1.762 4.839 0.165
H 3.378 3.586 2.918
H 4.088 4.221 1.427
H 4.343 2.531 1.879
H 4.383 0.529 1.370
H 6.096 0.203 -0.362
H 5.367 -0.242 -2.711
H 3.003 -0.304 -3.223
H 1.896 2.688 -2.232
H 0.236 2.807 -1.612
H 0.644 3.512 -3.170
H 2.478 1.355 -4.201
H 1.216 2.200 -5.065
H 1.253 0.447 -5.108
H -1.655 1.525 -2.947
H -1.201 0.500 -4.318
H -1.068 2.256 -4.425
H -1.618 -1.818 -2.133
H -1.044 -3.201 -3.057
H -1.295 -1.649 -3.849
H 0.608 -2.531 -0.591
H 2.161 -2.559 -1.443
H 0.912 -3.740 -1.848
H 0.946 -1.467 -4.776
H 1.034 -3.120 -4.204
H 2.354 -2.032 -3.849
C -2.086 -3.572 0.601
C -2.032 -2.101 0.861
N -2.870 -1.568 1.736
O -1.152 -1.415 0.283
H -2.832 -4.076 1.213
H -1.102 -4.002 0.787
H -2.322 -3.718 -0.453
H -3.623 -2.109 2.122
H -2.871 -0.554 1.831
O -3.962 2.542 0.252
S -2.555 2.490 0.536
O -1.745 2.306 -0.782
O -2.204 1.096 1.149
O -2.038 3.572 1.313
C -5.414 0.088 -0.777
C -4.371 -0.442 -1.757
O -3.090 -0.533 -1.242
C -4.779 -1.894 -2.124
F -3.884 -2.528 -2.891
F -5.959 -1.953 -2.755
F -4.900 -2.630 -0.994
C -4.388 0.424 -3.036
F -3.622 -0.106 -4.012
F -5.621 0.574 -3.543
F -3.912 1.642 -2.768
H -5.442 -0.564 0.094
H -6.398 0.113 -1.241
H -5.125 1.087 -0.462
*
```

Computed properties:
max |F|	1.41	eV Å⁻¹
HOMO energy	-0.3233	hartree
lowest unoccupied orbital energy	0.37	eV
frontier orbital gap	9.17	eV

Here are the Mulliken charges for atoms 1 to 99, given in e: number 1, Ga, carries -0.2203; number 2, C, carries -1.4643; number 3, C, carries -0.1104; number 4, C, carries -1.3710; number 5, C, carries 0.1499; number 6, C, carries -0.5214; number 7, C, carries 0.5189; number 8, C, carries 1.4977; number 9, C, carries -1.6475; number 10, C, carries -1.5709; number 11, C, carries 0.5870; number 12, C, carries 0.9617; number 13, C, carries -0.1530; number 14, C, carries 1.1920; number 15, C, carries -1.7141; number 16, C, carries -1.4841; number 17, C, carries -0.5838; number 18, C, carries -0.8887; number 19, C, carries -1.5559; number 20, C, carries -1.5405; number 21, C, carries -1.0520; number 22, C, carries 1.7819; number 23, P, carries 0.7755; number 24, C, carries 2.5605; number 25, C, carries -1.9763; number 26, C, carries -1.7346; number 27, C, carries -2.1016; number 28, C, carries 2.9544; number 29, C, carries -1.9128; number 30, C, carries -2.4416; number 31, C, carries -1.8924; number 32, H, carries 0.4363; number 33, H, carries 0.3442; number 34, H, carries 0.2672; number 35, H, carries 0.4686; number 36, H, carries 0.2902; number 37, H, carries 0.1587; number 38, H, carries 0.4865; number 39, H, carries 0.3308; number 40, H, carries -0.8748; number 41, H, carries 0.3219; number 42, H, carries 0.2897; number 43, H, carries 0.4771; number 44, H, carries 0.6062; number 45, H, carries 0.5812; number 46, H, carries -0.2998; number 47, H, carries 0.3529; number 48, H, carries -0.2980; number 49, H, carries 0.4675; number 50, H, carries 0.2131; number 51, H, carries 0.4262; number 52, H, carries 0.3294; number 53, H, carries 0.4731; number 54, H, carries 0.2728; number 55, H, carries 1.0119; number 56, H, carries 0.4009; number 57, H, carries 0.4645; number 58, H, carries 0.6707; number 59, H, carries 0.3210; number 60, H, carries 0.2936; number 61, H, carries 0.6611; number 62, H, carries 0.3663; number 63, H, carries 0.5258; number 64, H, carries 0.2973; number 65, H, carries 0.1637; number 66, H, carries 0.3610; number 67, H, carries 0.6166; number 68, H, carries -0.2631; number 69, H, carries 0.6677; number 70, H, carries 0.3607; number 71, H, carries 0.3472; number 72, H, carries 0.3467; number 73, H, carries 0.8095; number 74, H, carries 0.3129; number 75, H, carries 0.5012; number 76, H, carries 0.3257; number 77, C, carries -1.1806; number 78, C, carries 0.2813; number 79, N, carries -0.1111; number 80, O, carries -0.1130; number 81, H, carries 0.6190; number 82, H, carries 0.1290; number 83, H, carries 0.1710; number 84, H, carries 0.2514; number 85, H, carries 0.1351; number 86, O, carries -0.7679; number 87, S, carries 1.1414; number 88, O, carries -0.5238; number 89, O, carries -0.6045; number 90, O, carries -0.7396; number 91, C, carries -1.9238; number 92, C, carries 0.9101; number 93, O, carries 1.0137; number 94, C, carries 0.3695; number 95, F, carries -0.1885; number 96, F, carries -0.2860; number 97, F, carries -0.2790; number 98, C, carries 0.4189; number 99, F, carries -0.2476

***

(2)
Here is 5 unconnected molecules or ions with the total composition C35H53NO16 in a non-equilibrium geometry from the OMol25 dataset. Energies are from ωB97M-V/def2-TZVPD.

Geometry as ORCA input:
```
! wB97M-V def2-TZVPD RIJCOSX def2/J DEFGRID3
* xyz 0 1
C -0.096 -2.719 4.260
C 0.595 -1.580 3.507
O 0.778 -1.899 2.132
C -0.069 -1.120 1.281
C -0.040 -1.788 -0.085
C -1.078 -2.914 -0.323
C -2.489 -2.693 0.240
C -3.120 -1.307 -0.002
C -4.658 -1.398 -0.223
C -5.410 -0.420 0.716
C -5.034 -1.117 -1.693
C -0.552 -4.240 0.270
C -0.396 -5.388 -0.769
C -1.725 -6.174 -0.880
C 0.669 -6.341 -0.196
O -1.186 -2.937 -1.756
C -0.808 -1.795 -2.326
O -1.068 -1.500 -3.444
C 0.015 -0.922 -1.351
N -0.526 0.426 -1.191
C 1.398 -0.690 -1.947
O 2.178 -1.869 -2.080
C 3.080 -2.127 -1.076
C 3.108 -3.425 -0.553
C 4.010 -3.791 0.438
C 4.901 -2.840 0.937
C 4.880 -1.544 0.415
C 3.985 -1.188 -0.593
H -0.453 -3.482 3.573
H -0.963 -2.317 4.783
H 0.571 -3.189 4.978
H 0.053 -0.643 3.623
H 1.594 -1.457 3.928
H -1.062 -1.128 1.726
H 0.357 -0.115 1.244
H 0.896 -2.341 -0.014
H -3.128 -3.415 -0.271
H -2.546 -2.931 1.300
H -2.945 -0.680 0.863
H -2.708 -0.888 -0.915
H -4.978 -2.402 0.044
H -6.281 -0.924 1.130
H -4.778 -0.040 1.514
H -5.779 0.452 0.179
H -5.826 -0.376 -1.767
H -4.195 -0.739 -2.276
H -5.377 -2.016 -2.201
H 0.411 -4.105 0.753
H -1.225 -4.617 1.033
H -0.061 -5.015 -1.731
H -1.581 -7.194 -0.533
H -2.101 -6.190 -1.900
H -2.516 -5.750 -0.266
H 0.912 -7.124 -0.914
H 0.247 -6.828 0.684
H 1.565 -5.812 0.118
H -1.412 0.411 -0.702
H 0.095 0.979 -0.614
H 1.894 0.102 -1.387
H 1.237 -0.306 -2.952
H 2.421 -4.158 -0.954
H 4.005 -4.804 0.809
H 5.600 -3.080 1.724
H 5.554 -0.785 0.784
H 3.987 -0.185 -0.995
C -2.888 4.321 -1.088
C -3.657 3.208 -1.767
O -3.358 2.080 -0.936
C -3.016 2.542 0.286
O -2.865 1.843 1.240
O -2.865 3.881 0.277
H -3.373 5.289 -1.169
H -1.861 4.402 -1.447
H -4.735 3.375 -1.756
H -3.334 3.023 -2.788
C -3.269 1.299 4.544
C -4.600 0.899 5.144
O -4.661 -0.499 4.841
C -3.398 -0.951 4.667
O -3.099 -2.097 4.557
O -2.519 0.078 4.627
H -2.775 2.094 5.097
H -3.349 1.586 3.497
H -4.630 1.028 6.227
H -5.444 1.421 4.701
C 6.128 3.621 -2.354
C 5.135 2.512 -2.625
O 4.097 2.785 -1.676
C 4.156 4.098 -1.358
O 3.337 4.683 -0.729
O 5.282 4.666 -1.859
H 6.661 3.945 -3.244
H 6.852 3.359 -1.581
H 4.713 2.563 -3.629
H 5.552 1.521 -2.463
C 5.397 8.184 -2.573
C 4.208 8.271 -1.641
O 3.443 9.331 -2.228
C 3.772 9.417 -3.540
O 3.197 10.079 -4.339
O 4.850 8.639 -3.814
H 5.785 7.174 -2.670
H 6.209 8.854 -2.282
H 3.610 7.358 -1.640
H 4.481 8.515 -0.618
*
```

Computed properties:
max |F|	1.50	eV Å⁻¹
HOMO energy	-0.3206	hartree
lowest unoccupied orbital energy	0.21	eV
frontier orbital gap	8.93	eV
SMILES	CCOC[C@H]1[C@](CCC(C)C)(CC(C)C)OC(=O)[C@]1(N)COc1ccccc1.O=C1OCCO1.O=C1OCCO1.O=C1OCCO1.O=C1OCCO1

Here are the Mulliken charges for atoms 1 to 99, given in e: number 1, C, carries -0.7634; number 2, C, carries -0.3423; number 3, O, carries -0.3605; number 4, C, carries -1.1531; number 5, C, carries 1.6055; number 6, C, carries 2.1192; number 7, C, carries -2.0808; number 8, C, carries 0.6976; number 9, C, carries 0.4968; number 10, C, carries -1.1123; number 11, C, carries -1.6117; number 12, C, carries -2.4041; number 13, C, carries 0.9453; number 14, C, carries -1.6858; number 15, C, carries -1.8270; number 16, O, carries -0.4201; number 17, C, carries 0.1315; number 18, O, carries -0.6580; number 19, C, carries 1.1734; number 20, N, carries -0.3795; number 21, C, carries -1.6602; number 22, O, carries -0.5182; number 23, C, carries 0.2145; number 24, C, carries -0.0258; number 25, C, carries -0.7511; number 26, C, carries -0.5773; number 27, C, carries -0.6330; number 28, C, carries -0.3958; number 29, H, carries 0.1407; number 30, H, carries 0.1644; number 31, H, carries 0.3340; number 32, H, carries 0.2730; number 33, H, carries 0.4310; number 34, H, carries -0.0669; number 35, H, carries 0.2277; number 36, H, carries -0.4859; number 37, H, carries 0.8575; number 38, H, carries 0.1838; number 39, H, carries -0.4673; number 40, H, carries 0.1595; number 41, H, carries 0.7599; number 42, H, carries 0.3728; number 43, H, carries -0.1687; number 44, H, carries 0.3940; number 45, H, carries 0.4756; number 46, H, carries 0.2751; number 47, H, carries 0.2523; number 48, H, carries 0.5165; number 49, H, carries 0.9088; number 50, H, carries 0.5514; number 51, H, carries 0.4930; number 52, H, carries 0.2970; number 53, H, carries 0.3207; number 54, H, carries 0.4077; number 55, H, carries 0.5588; number 56, H, carries 0.2307; number 57, H, carries -0.1763; number 58, H, carries 0.3744; number 59, H, carries 0.5029; number 60, H, carries 0.4260; number 61, H, carries 0.7547; number 62, H, carries 0.4341; number 63, H, carries 0.4068; number 64, H, carries 0.4264; number 65, H, carries 0.4508; number 66, C, carries -0.4066; number 67, C, carries -0.3939; number 68, O, carries -0.1501; number 69, C, carries 0.3679; number 70, O, carries -0.3223; number 71, O, carries -0.4073; number 72, H, carries 0.3153; number 73, H, carries 0.2703; number 74, H, carries 0.2811; number 75, H, carries 0.3332; number 76, C, carries 0.1739; number 77, C, carries -0.4647; number 78, O, carries -0.3889; number 79, C, carries 0.7411; number 80, O, carries -0.5303; number 81, O, carries -0.2732; number 82, H, carries 0.3548; number 83, H, carries -0.1471; number 84, H, carries 0.2974; number 85, H, carries 0.3430; number 86, C, carries -0.4142; number 87, C, carries -0.3029; number 88, O, carries -0.2367; number 89, C, carries 0.5533; number 90, O, carries -0.5090; number 91, O, carries -0.2946; number 92, H, carries 0.3342; number 93, H, carries 0.2752; number 94, H, carries 0.2600; number 95, H, carries 0.3235; number 96, C, carries -0.1005; number 97, C, carries -0.1891; number 98, O, carries -0.3492; number 99, C, carries 0.6479

***

The highest max |F| belongs to which entry? C35H53NO16

***

What is the HOMO energy in the second record? -0.3206 hartree

***

Among the records above, which one has the lowest max |F|? C35H53F6GaNO6PS

***

Look up the max |F| of the second one. 1.50 eV Å⁻¹